(1)
{"formula": "C16H32BrClCsF4MgN4O7S3", "method": "wB97M-V/def2-TZVPD", "gap_ha": 0.0622, "charge": 1, "elements": ["C", "C", "C", "C", "N", "C", "N", "C", "N", "N", "S", "O", "O", "C", "F", "F", "F", "C", "C", "C", "C", "C", "S", "O", "O", "O", "H", "H", "H", "H", "H", "H", "H", "H", "H", "H", "H", "H", "H", "H", "H", "H", "H", "H", "H", "H", "H", "H", "H", "H", "Cl", "Mg", "C", "C", "C", "S", "O", "O", "C", "H", "H", "H", "H", "H", "H", "H", "H", "Br", "F", "Cs"], "coordinates": [[-2.34222, -1.35282, 2.28731], [-1.84215, -2.79309, 1.80472], [-1.09301, -2.55462, 0.50458], [-0.72051, -3.86335, -0.20058], [0.61124, -4.40806, 0.08529], [1.63813, -4.01460, -0.80828], [2.95427, -4.55248, -0.29259], [3.36818, -3.51719, 0.51666], [3.68427, -3.62410, 1.81128], [3.28075, -2.33398, -0.26116], [3.63331, -0.90096, 0.51093], [3.78339, 0.14506, -0.43490], [4.69999, -1.14696, 1.41676], [2.19073, -0.40791, 1.58019], [2.63380, 0.54311, 2.34459], [1.20131, 0.06769, 0.85108], [1.76370, -1.40806, 2.32155], [1.94253, -2.47956, -0.96198], [2.09455, -2.17307, -2.46292], [2.10321, -0.62788, -2.78269], [1.09673, -0.11662, -3.84951], [0.93236, 1.37466, -3.59153], [-0.10576, 1.60772, -2.15690], [-1.27749, 2.43584, -2.49890], [-0.45495, 0.34801, -1.57651], [0.81129, 2.40368, -1.19055], [-3.31537, -1.11576, 1.86847], [-1.64854, -0.65190, 1.83971], [-2.28251, -1.19685, 3.36330], [-1.11733, -3.14646, 2.54613], [-2.69545, -3.51140, 1.64450], [-0.24461, -1.93788, 0.75765], [-1.78468, -2.01887, -0.13744], [-1.42527, -4.61584, 0.13583], [-0.85817, -3.79851, -1.27279], [0.87497, -4.28975, 1.05289], [1.51135, -4.48715, -1.77368], [3.54115, -4.56666, -1.12845], [4.60609, -3.46292, 2.18040], [2.96570, -3.84549, 2.48085], [1.17269, -1.79245, -0.64619], [1.24543, -2.63779, -2.95362], [3.03131, -2.64442, -2.81534], [3.12288, -0.33189, -3.01862], [1.85816, -0.14838, -1.85296], [0.13671, -0.60586, -3.77933], [1.52509, -0.21006, -4.86436], [0.56730, 1.94935, -4.42902], [1.88897, 1.79646, -3.30267], [0.42685, 2.35530, -0.29768], [-3.02081, 2.52168, -1.50590], [2.67444, -2.00839, -4.65443], [-2.04115, 6.96621, 0.46144], [-2.17914, 7.23717, 1.96591], [-3.36652, 6.40944, 2.47259], [-3.48806, 4.97407, 1.38970], [-4.72061, 5.03987, 0.65304], [-3.12283, 3.78352, 2.11705], [-2.14042, 5.45277, 0.29934], [-1.10138, 7.34807, 0.06696], [-2.85480, 7.44992, -0.08103], [-1.26679, 6.92581, 2.47728], [-2.32516, 8.29458, 2.17463], [-3.22665, 6.06091, 3.49156], [-4.30387, 6.95489, 2.39239], [-2.37069, 5.13409, -0.71206], [-1.23761, 4.95754, 0.65778], [-3.73396, -4.90364, 2.00456], [-2.85766, -6.86194, 2.07221], [-3.00675, -3.47182, 3.69345]]}

---

(2)
{"formula": "C34H22Cl3HgN9OSe", "method": "wB97M-V/def2-TZVPD", "gap_ha": [0.1566, 0.2012], "charge": -1, "s2": 0.774, "de_lowest_kj_mol": 0.0, "multiplicity": 2, "elements": ["Hg", "Se", "N", "C", "C", "C", "C", "C", "N", "C", "C", "N", "C", "C", "C", "C", "C", "N", "H", "H", "H", "H", "H", "H", "C", "C", "C", "C", "C", "C", "N", "N", "C", "C", "C", "C", "C", "N", "H", "H", "H", "H", "H", "H", "H", "H", "H", "Cl", "C", "Cl", "Cl", "C", "N", "C", "C", "O", "H", "H", "H", "N", "C", "C", "C", "C", "C", "C", "C", "H", "H", "H", "H"], "coordinates": [[0.60921, -0.01190, -0.00975], [-5.44978, -0.45583, -5.70957], [-5.46077, -0.47864, -3.93299], [-4.20945, -0.52538, -3.54542], [-3.80029, -0.56034, -2.15801], [-4.72417, -0.55237, -1.10892], [-4.26918, -0.59067, 0.18758], [-2.88973, -0.61985, 0.40315], [-2.00845, -0.62060, -0.57560], [-2.42969, -0.60633, -1.84569], [-1.42105, -0.64802, -2.91476], [-0.12978, -0.73418, -2.56738], [0.79257, -0.77175, -3.50888], [0.49782, -0.71728, -4.87156], [-0.82060, -0.63468, -5.24977], [-1.81207, -0.60743, -4.26525], [-3.22027, -0.54576, -4.59339], [-3.67847, -0.51688, -5.82102], [-5.77924, -0.51615, -1.34659], [-4.95142, -0.59003, 1.02601], [-2.47761, -0.63540, 1.40896], [1.81967, -0.85085, -3.16448], [1.29420, -0.73965, -5.60226], [-1.12031, -0.59070, -6.28852], [-0.44348, 2.08326, 5.43552], [-0.09785, 0.76707, 5.71998], [0.03713, -0.16136, 4.70393], [-0.17060, 0.21481, 3.36533], [-0.54298, 1.53774, 3.09403], [-0.66608, 2.45781, 4.11580], [-0.04706, -0.66366, 2.29614], [0.14523, -1.91569, 2.62950], [0.29905, -2.79058, 1.60912], [0.30052, -4.16550, 1.95018], [0.41413, -5.10964, 0.96424], [0.52434, -4.69514, -0.36941], [0.54150, -3.33962, -0.62435], [0.44332, -2.40705, 0.31802], [-0.53586, 2.80796, 6.23562], [0.07517, 0.46632, 6.74725], [0.31455, -1.18381, 4.91258], [-0.70444, 1.83193, 2.06622], [-0.91671, 3.48597, 3.88235], [0.20034, -4.42672, 2.99424], [0.41960, -6.16421, 1.21266], [0.60510, -5.40893, -1.17771], [0.65227, -2.97703, -1.64173], [6.55640, -1.48211, -1.01911], [5.40205, -0.54767, -0.13548], [3.52854, -2.23824, -0.96078], [6.04133, 0.90774, 0.55167], [4.08549, -0.84122, -0.02918], [3.11759, -0.15318, 0.56863], [3.94048, -0.34916, 2.89257], [3.19062, 0.40686, 1.80776], [2.58122, 1.42955, 2.08698], [4.01405, 0.29063, 3.76931], [4.92892, -0.67455, 2.57486], [3.34150, -1.22798, 3.14699], [0.12456, 7.41172, -1.17452], [0.19806, 6.26840, -1.05951], [0.28774, 4.85003, -0.91414], [-0.86700, 4.09320, -0.71847], [-0.76794, 2.72146, -0.54998], [0.46437, 2.06345, -0.56078], [1.60442, 2.83870, -0.77234], [1.52821, 4.20942, -0.94490], [-1.83419, 4.58015, -0.69068], [-1.68356, 2.15793, -0.39747], [2.58032, 2.36726, -0.77022], [2.42846, 4.79432, -1.08654]]}

---

(3)
{"formula": "C5H8O3", "method": "wB97M-V/def2-TZVPD", "gap_ha": 0.3608, "smiles": "O[C@H]1CO[C@@H]2C[C@@]12O", "charge": 0, "de_lowest_kj_mol": 575.8, "elements": ["O", "C", "C", "O", "C", "C", "C", "O", "H", "H", "H", "H", "H", "H", "H", "H"], "coordinates": [[-1.26587, -1.51948, -1.04655], [-0.57863, -1.13942, 0.11441], [1.00606, -1.11812, -0.21268], [1.49084, 0.30545, -0.26639], [0.26436, 0.94664, -0.50477], [-0.77852, 1.72246, 0.25786], [-0.50843, 0.32395, 0.64089], [0.29410, 0.28913, 1.73794], [-1.34622, -0.54054, -1.47804], [-0.76725, -1.75823, 1.01097], [1.58938, -1.71108, 0.49033], [1.20638, -1.47692, -1.33857], [-0.00819, 0.65232, -1.55370], [-1.53487, 2.13661, -0.33983], [-0.27115, 2.47667, 0.95569], [1.20801, 0.41057, 1.53243]]}

---

(4)
{"formula": "CH5FOSi", "method": "wB97M-V/def2-TZVPD", "gap_ha": 0.4157, "smiles": "O[SiH2]CF", "charge": 0, "de_lowest_kj_mol": 0.0, "elements": ["O", "Si", "C", "F", "H", "H", "H", "H", "H"], "coordinates": [[1.43874, 1.20922, 0.28771], [0.69904, -0.04534, -0.38655], [-1.18798, -0.02300, 0.39826], [-1.98858, 0.91820, -0.21791], [1.28524, 2.15213, -0.03952], [0.61963, 0.04935, -1.94560], [1.75768, -0.98377, -0.15585], [-1.80656, -0.90271, 0.69729], [-1.06466, 0.52657, 1.35480]]}